C40H57BN14NaO4S2 | ωB97M-V/def2-TZVPD

As for the net charge: -1. As for the LUMO energy: 2.04 eV.

```
119
Properties=species:S:1:pos:R:3:forces:R:3:lowdin_charge:R:1
Na -0.37097 -0.24660 -0.15382 0.79 0.89 -0.23 0.1727
C -4.25186 0.52869 3.66723 -0.02 0.03 -0.03 -0.0798
C -3.13467 0.73002 2.64486 0.01 -0.03 0.11 -0.3684
C -3.70878 1.14534 1.29475 0.00 0.03 -0.08 -0.0614
C -2.25580 -0.49302 2.55477 -0.17 0.15 -0.07 -0.2777
C -2.50744 -1.80234 2.99646 0.04 0.00 0.08 -0.0133
C -1.35569 -2.48886 2.69036 -0.04 -0.08 0.04 -0.0924
N -0.49115 -1.64360 2.11098 0.26 0.11 -0.16 -0.0182
N -1.04892 -0.40291 2.01467 0.24 -0.35 0.21 0.0975
B 0.93483 -2.05762 1.60922 -0.10 -0.08 0.03 -0.4941
N 1.97485 -0.92868 1.78861 -0.10 0.10 -0.17 -0.0204
C 3.12258 -1.09142 2.46458 0.08 -0.12 0.04 -0.0919
C 3.77894 0.11587 2.50878 -0.04 -0.02 0.09 -0.0339
C 2.92283 1.00123 1.82818 -0.04 0.11 -0.09 -0.2856
N 1.84963 0.35704 1.36893 -0.02 -0.16 0.18 0.1393
C 3.07784 2.50303 1.73343 -0.06 -0.08 0.00 -0.3762
C 4.30961 2.97831 2.49584 0.06 0.07 0.03 -0.0882
C 3.09864 3.03335 0.30789 0.06 -0.03 -0.11 -0.0759
N 0.93866 -2.63223 0.14776 0.01 0.18 0.21 -0.0199
C 0.80899 -3.93182 -0.14210 -0.05 -0.08 0.00 -0.0906
C 0.87891 -4.08463 -1.50957 0.10 -0.03 0.04 -0.0361
C 1.06390 -2.77968 -1.99208 -0.04 0.18 -0.14 -0.2721
N 1.08838 -1.90646 -0.98810 0.06 -0.39 0.25 0.1059
C 1.25251 -2.32125 -3.41774 0.07 -0.02 0.07 -0.3543
C 1.40898 -3.50653 -4.36496 -0.04 -0.02 -0.05 -0.0791
C 0.12701 -1.40421 -3.88832 -0.05 0.05 -0.06 -0.0500
H -4.82508 1.45053 3.79255 0.02 0.00 0.00 0.0703
H -4.94595 -0.24442 3.33095 0.00 -0.03 -0.02 0.0797
H -3.86286 0.22657 4.64136 0.03 0.01 0.02 0.0741
H -2.49206 1.55141 2.98307 -0.15 -0.05 -0.05 0.0929
H -4.28871 0.33998 0.84715 -0.05 -0.07 -0.03 0.0672
H -4.35004 2.02242 1.42056 -0.03 0.02 -0.02 0.0774
H -2.91211 1.41595 0.60206 0.03 -0.03 -0.01 0.0308
H -3.40172 -2.19318 3.44602 -0.04 -0.02 0.05 0.0957
H -1.09090 -3.52147 2.83712 -0.01 -0.06 0.01 0.1168
H 1.28415 -2.97852 2.30796 -0.03 0.00 0.00 0.1133
H 3.37291 -2.05370 2.87558 0.05 -0.04 0.02 0.1081
H 4.71279 0.33329 2.99432 0.05 0.00 0.03 0.0854
H 2.19936 2.94404 2.21481 -0.03 -0.02 0.04 0.0967
H 5.22712 2.59230 2.04566 0.02 -0.03 -0.03 0.0792
H 4.36723 4.06910 2.47394 -0.01 -0.01 -0.01 0.0710
H 4.29196 2.66227 3.53953 -0.03 -0.01 0.03 0.0733
H 3.92037 2.59252 -0.26062 0.06 -0.02 -0.03 0.0777
H 2.16816 2.80964 -0.20209 -0.10 -0.07 -0.06 0.0293
H 3.22850 4.11831 0.31236 0.00 0.04 -0.01 0.0746
H 0.67008 -4.65225 0.64470 -0.01 -0.06 0.02 0.1164
H 0.81832 -5.00122 -2.06908 0.01 -0.05 -0.02 0.0939
H 2.18284 -1.74109 -3.44601 -0.02 -0.05 -0.02 0.1161
H 0.49430 -4.10431 -4.38925 -0.03 0.01 0.01 0.0667
H 1.59789 -3.15720 -5.38260 0.01 0.00 0.01 0.0730
H 2.22843 -4.16259 -4.06874 0.04 0.00 0.02 0.0759
H -0.83332 -1.91966 -3.87121 -0.03 -0.05 -0.01 0.0674
H 0.03944 -0.53070 -3.24854 -0.03 0.02 0.06 0.0415
H 0.31627 -1.07046 -4.91390 0.01 0.01 0.00 0.0793
N -4.23436 -4.87815 -6.18174 0.00 -0.05 -0.12 0.0749
C -3.94404 -4.18724 -4.99566 0.00 0.01 0.00 -0.3336
C -2.78479 -4.46898 -4.27731 0.00 0.01 0.00 -0.0406
C -2.52236 -3.81228 -3.08708 0.00 0.00 0.03 -0.0664
C -3.41028 -2.86243 -2.60362 0.04 -0.08 -0.13 -0.2801
C -4.57558 -2.59148 -3.30267 -0.06 0.01 -0.05 -0.0678
C -4.84290 -3.25050 -4.48978 0.02 0.01 0.02 -0.0379
S -3.06808 -2.05220 -1.06787 0.11 -0.06 0.13 0.5936
O -2.24465 -2.97956 -0.32717 -0.10 -0.01 0.08 -0.3078
O -4.35790 -1.69328 -0.52328 0.01 0.02 0.06 -0.3191
N -2.12292 -0.79276 -1.34334 -0.70 -0.03 -0.45 -0.1152
C -2.54572 0.27644 -2.04599 0.26 -0.41 0.09 -0.4647
N -3.69963 0.25750 -2.74264 -0.09 0.22 -0.01 0.1342
C -4.04504 1.38201 -3.34229 -0.02 0.13 -0.06 -0.1469
C -3.28913 2.54262 -3.29486 0.00 -0.05 0.01 -0.0777
C -2.08445 2.43793 -2.61263 0.07 0.09 -0.08 -0.1612
N -1.68231 1.33180 -2.01969 -0.22 -0.07 0.18 0.1225
H -3.41711 -5.22581 -6.66084 -0.02 0.02 0.03 0.0774
H -4.82895 -4.36477 -6.81494 0.02 -0.01 0.03 0.0771
H -2.08804 -5.21112 -4.64916 0.02 -0.03 -0.03 0.1031
H -1.62832 -4.03592 -2.51925 0.01 0.02 0.04 0.0950
H -5.26071 -1.85761 -2.90526 -0.01 -0.01 0.01 0.1010
H -5.75813 -3.04069 -5.03075 -0.03 0.00 -0.03 0.1031
H -4.97859 1.35802 -3.89832 -0.04 -0.01 -0.02 0.1017
H -3.59636 3.45760 -3.77663 -0.03 0.03 -0.02 0.0830
H -1.40394 3.28452 -2.55704 0.00 0.02 0.01 0.1024
O 1.26092 3.40757 -7.94326 -0.07 -0.01 0.05 -0.0397
C 2.29107 3.93867 -7.13324 -0.03 0.09 -0.08 -0.2622
N 2.67412 3.06622 -6.06103 0.16 0.00 -0.05 0.0810
C 2.09652 3.18446 -4.82337 -0.06 -0.11 0.11 -0.4411
O 1.30086 4.06623 -4.56055 -0.08 0.07 -0.03 0.0724
C 2.50166 2.15046 -3.83027 -0.09 0.05 0.00 -0.1170
C 3.75886 1.56314 -3.80183 0.09 -0.02 -0.04 -0.0279
C 4.02308 0.60725 -2.83767 -0.06 0.00 0.05 -0.0509
C 3.00855 0.26220 -1.95254 0.08 -0.02 0.12 -0.1483
N 1.80173 0.81340 -1.97718 -0.16 0.22 0.03 0.1110
C 1.56158 1.74633 -2.88563 0.17 -0.01 -0.02 -0.0663
H 0.46757 3.34758 -7.39743 0.00 0.01 -0.03 0.0898
H 1.98712 4.88515 -6.68249 0.08 -0.06 -0.02 0.1238
H 3.13710 4.09686 -7.80102 -0.02 -0.03 0.03 0.1226
H 3.09138 2.17983 -6.29597 0.02 0.05 -0.01 0.1356
H 4.52905 1.86604 -4.50320 -0.02 0.00 0.01 0.1110
H 4.99209 0.13385 -2.76349 0.03 0.00 0.00 0.1029
H 3.15239 -0.49057 -1.18709 0.04 -0.03 0.03 0.1055
H 0.57423 2.18253 -2.87792 -0.09 0.05 -0.02 0.0941
C -1.10035 5.89005 0.94301 -0.04 0.10 -0.07 -0.1292
N -0.67149 5.37430 2.22698 -0.01 0.08 0.00 -0.2384
C 0.33069 6.22876 2.85055 0.04 0.00 -0.02 -0.0709
C -0.49497 4.00314 2.32313 0.16 -0.24 0.39 -0.7623
S -0.50071 3.00227 1.01329 -0.15 0.05 -0.33 0.8017
N -0.28797 3.54892 3.59814 -0.09 0.02 -0.11 -0.2107
C 0.01409 2.14598 3.84412 -0.01 -0.01 0.03 -0.0805
C -0.88932 4.20120 4.74631 -0.05 0.08 0.01 -0.0680
H -1.38780 6.93336 1.08182 -0.01 0.04 -0.01 0.0816
H -1.95271 5.32417 0.57650 0.02 0.00 0.01 0.0676
H -0.30570 5.82884 0.19094 -0.01 0.01 0.00 0.0782
H 1.14852 6.42488 2.14568 0.02 0.02 0.01 0.0920
H 0.75036 5.75716 3.73272 0.02 0.00 0.00 0.0734
H -0.11304 7.18382 3.13838 -0.01 0.00 0.00 0.0864
H 0.55724 1.70543 3.01604 0.04 -0.01 -0.07 0.0296
H -0.90232 1.56233 3.96608 0.13 0.03 0.09 0.0707
H 0.60310 2.08229 4.76109 0.03 -0.02 0.01 0.0948
H -1.33484 5.14914 4.45918 -0.03 -0.04 0.03 0.0796
H -0.14809 4.37539 5.53181 0.00 0.00 -0.01 0.0875
H -1.67292 3.55671 5.15816 0.00 0.01 0.02 0.0910
```
Forces are in eV/Å.


C40H57F3O4OsP3Si | ωB97M-V/def2-TZVPD

As for the net charge: +1. As for the LUMO energy (alpha / beta): -3.48 / -3.48 eV.

```
109
Properties=species:S:1:pos:R:3:forces:R:3:lowdin_charge:R:1
Os -0.56685 -0.10624 0.07281 -0.72 0.63 -1.08 1.0516
C -0.15755 0.94894 -4.76902 0.01 0.09 0.05 -0.0790
C -0.63602 0.87345 -3.31615 -0.38 -0.47 -0.38 -0.5079
C -2.13870 1.16701 -3.23835 0.07 0.01 0.07 -0.0904
P -0.09558 -0.59788 -2.31713 0.78 0.69 -0.19 1.0591
C -0.75720 -2.17673 -3.01974 -0.18 -0.02 0.06 -0.4730
C 0.28372 -3.29723 -2.98519 -0.01 0.06 -0.13 -0.1039
C -1.32944 -2.08580 -4.43753 -0.11 0.01 0.08 -0.0864
C 1.70475 -0.65555 -2.58290 0.08 0.01 0.05 -0.3510
C 2.25523 -0.99344 -3.82351 -0.01 0.06 0.02 -0.0985
C 3.62313 -0.95295 -4.01849 0.03 0.02 0.01 -0.0484
C 4.45947 -0.56534 -2.97725 0.00 -0.02 -0.04 -0.0525
C 3.92209 -0.25941 -1.74009 -0.07 0.02 0.04 -0.0781
C 2.54145 -0.32007 -1.51285 0.06 -0.23 -0.09 -0.2573
Si 1.80834 0.00897 0.18860 -0.08 -0.53 0.27 0.5525
C 2.23077 -1.28902 1.47131 0.13 -0.08 0.12 -0.2643
C 3.44000 -1.99378 1.46629 -0.05 0.05 0.06 -0.0748
C 3.69813 -2.98366 2.39857 0.01 0.01 0.01 -0.0580
C 2.74522 -3.28508 3.36389 0.01 0.00 0.03 -0.0489
C 1.54899 -2.59212 3.39856 0.00 0.07 -0.02 -0.0927
C 1.28053 -1.59492 2.45995 -0.09 -0.15 0.11 -0.3592
P -0.29347 -0.62030 2.44612 0.45 0.82 -0.03 1.0703
C 0.09575 0.56477 3.86578 0.00 -0.03 -0.11 -0.4809
C 0.71699 -0.13865 5.08274 -0.12 -0.03 0.02 -0.1040
C 1.01405 1.71812 3.51922 0.02 0.01 0.07 -0.1010
C -2.02388 -1.04405 3.05295 0.13 -0.46 0.06 -0.4934
C -2.95989 -1.85529 2.15386 0.12 0.07 -0.05 -0.1036
C -2.12312 -1.59906 4.47532 -0.10 0.10 0.00 -0.0901
C 2.47662 1.65354 0.69842 0.36 0.05 0.13 -0.3077
C 3.79472 1.81088 1.14061 -0.05 0.06 -0.06 -0.0768
C 4.26844 3.05398 1.51831 -0.02 0.02 0.00 -0.0489
C 3.42377 4.15821 1.45033 0.02 -0.04 0.00 -0.0448
C 2.11961 4.01174 1.01121 -0.01 -0.01 -0.02 -0.0906
C 1.63416 2.75037 0.64590 -0.05 0.39 -0.08 -0.3938
P -0.06101 2.48244 0.00658 0.29 -0.78 0.47 1.0777
C 0.02355 3.53156 -1.52573 -0.07 -0.14 -0.19 -0.4899
C 1.33303 3.22510 -2.28198 -0.01 0.10 0.09 -0.0942
C -0.08636 5.04814 -1.34830 -0.03 -0.01 0.05 -0.0783
C -1.27456 3.24006 1.19299 -0.21 0.20 -0.22 -0.5058
C -2.58370 3.60815 0.46821 0.07 -0.01 0.07 -0.0935
C -0.82066 4.42313 2.04955 0.01 0.01 -0.06 -0.0898
H -0.41731 1.93764 -5.15603 0.01 -0.01 -0.01 0.0895
H -0.64259 0.21495 -5.40766 0.01 0.04 -0.01 0.0663
H 0.92051 0.83988 -4.85922 0.01 0.01 0.00 0.0656
H -0.13756 1.65802 -2.77651 0.11 -0.04 -0.01 0.0093
H -2.75298 0.33840 -3.58643 -0.02 0.02 0.02 0.0751
H -2.36070 2.03438 -3.86423 0.00 -0.01 0.00 0.0935
H -2.44270 1.40434 -2.21997 -0.01 0.05 -0.02 0.0427
H -1.57486 -2.41695 -2.33824 0.03 -0.09 0.02 0.0925
H 0.97742 -3.20912 -3.82006 -0.02 -0.01 0.00 0.0763
H -0.23050 -4.25169 -3.07952 0.03 0.01 -0.05 0.0898
H 0.85896 -3.30898 -2.06976 0.04 0.07 -0.09 0.0532
H -0.55297 -1.89498 -5.17768 0.00 -0.01 0.00 0.0697
H -2.11158 -1.33776 -4.54666 0.02 -0.01 -0.02 0.0619
H -1.77025 -3.05542 -4.67628 0.01 0.00 -0.01 0.0946
H 1.61760 -1.29064 -4.64549 0.00 0.05 0.00 0.0996
H 4.03825 -1.21349 -4.98340 0.00 0.00 0.01 0.1146
H 5.52937 -0.51123 -3.13304 -0.01 -0.01 0.01 0.1130
H 4.59029 0.03927 -0.94018 -0.01 -0.02 -0.01 0.0946
H 4.18346 -1.77802 0.70594 -0.03 -0.03 -0.01 0.0968
H 4.63418 -3.52654 2.37013 -0.02 -0.01 -0.01 0.1108
H 2.92670 -4.07609 4.08009 0.01 0.03 0.01 0.1140
H 0.80597 -2.85477 4.13870 0.00 -0.04 -0.02 0.1073
H -0.88038 0.97238 4.14641 0.01 -0.01 0.03 0.1040
H 1.74636 -0.42441 4.87288 0.02 0.04 0.00 0.0820
H 0.18476 -1.02521 5.41489 0.08 0.00 0.00 0.0528
H 0.72876 0.57089 5.91341 0.00 -0.02 -0.01 0.0937
H 2.00702 1.36033 3.24462 -0.01 0.02 -0.01 0.0842
H 1.12648 2.36925 4.39048 -0.01 -0.02 -0.01 0.1022
H 0.62665 2.30816 2.70315 0.01 0.02 0.02 0.0143
H -2.39425 -0.01159 3.04126 0.05 0.02 0.05 0.0911
H -2.96528 -2.90066 2.44493 0.02 -0.07 0.02 0.0868
H -2.70250 -1.81504 1.10048 0.04 -0.07 0.00 0.0419
H -3.97422 -1.46261 2.27497 0.03 -0.04 0.02 0.0966
H -1.59825 -2.55214 4.55570 -0.01 0.01 0.01 0.0862
H -3.17645 -1.78636 4.69315 0.01 -0.02 0.01 0.0900
H -1.75670 -0.91310 5.23377 -0.03 -0.03 -0.01 0.0611
H 4.45136 0.94920 1.20534 -0.03 0.01 0.04 0.1043
H 5.28652 3.16718 1.86855 -0.02 0.01 0.00 0.1134
H 3.78142 5.13594 1.74664 0.00 -0.01 -0.01 0.1139
H 1.48654 4.88423 0.97979 0.02 -0.01 0.02 0.0838
H -0.83402 3.20429 -2.11970 0.00 0.16 0.00 0.0846
H 2.15775 3.77420 -1.82695 -0.02 0.02 -0.02 0.0898
H 1.24177 3.54705 -3.32112 -0.01 0.00 0.01 0.0983
H 1.61793 2.17226 -2.27272 0.04 0.02 0.00 0.0583
H 0.76498 5.45412 -0.80600 0.01 0.01 -0.04 0.0685
H -0.99859 5.36282 -0.85177 0.04 0.02 -0.02 0.0532
H -0.08058 5.50182 -2.34152 0.02 0.00 0.01 0.0959
H -1.48818 2.39892 1.85300 -0.01 0.04 0.08 0.0724
H -2.50110 4.56454 -0.04362 -0.04 0.00 0.07 0.0661
H -3.38588 3.69603 1.20263 0.01 0.00 0.00 0.0961
H -2.88666 2.85912 -0.25587 -0.02 0.03 -0.09 0.0518
H -0.63981 5.31606 1.44956 -0.02 -0.01 0.02 0.0743
H 0.07163 4.21083 2.63191 -0.02 0.04 0.02 0.0576
H -1.62413 4.65863 2.75111 0.00 0.01 -0.03 0.0953
C -4.57726 0.27421 -0.33952 0.02 0.06 -0.07 0.0456
C -3.10394 0.11071 -0.21316 -0.31 -0.03 -0.03 -0.7043
O -2.45658 -0.70088 -0.92453 0.12 -0.35 0.19 -0.1352
O -2.42573 0.80125 0.60769 0.21 -0.33 0.63 -0.2008
H -5.03318 -0.69644 -0.52504 0.00 0.00 0.02 0.1045
H -4.78743 0.91389 -1.20053 -0.01 0.00 0.01 0.0993
H -4.99345 0.73389 0.55315 0.01 0.00 0.01 0.0994
F -0.17800 -5.60076 0.90837 0.01 -0.02 0.00 0.1807
C -0.07124 -4.61079 0.03321 0.08 0.00 -0.02 -0.5380
F -0.96510 -4.83200 -0.94488 -0.04 -0.04 0.05 0.1511
F 1.16333 -4.66154 -0.49278 0.01 -0.11 0.12 0.1484
C -0.33491 -3.24376 0.71226 0.18 0.12 -0.21 -0.4920
O -0.62691 -3.28649 1.88127 -0.45 0.22 0.03 0.0645
O -0.17636 -2.22400 -0.07511 -0.42 -0.25 0.09 -0.2182
```
Forces are in eV/Å.